1.
Computed, not measured: a 12-piece molecular cluster, C28H60BF4N7O4 overall at a distorted geometry, with ωB97M-V/def2-TZVPD.

frontier orbital gap: 9.72 eV
net charge: 0
energy above the lowest of the compared OMol25 structures with the same formula, charge and spin: 0.0 kcal/mol
electronic energy: -60168.8686 eV

Atoms and positions in Å:
C 0.555 3.194 1.325
C 0.696 2.064 0.349
C 0.280 0.638 0.950
N 0.282 -0.398 -0.165
C 1.540 -0.577 -0.878
C -0.882 -0.313 -1.069
C -1.517 -1.593 -1.406
C -0.671 -2.541 -0.601
C -0.127 -1.622 0.505
H 1.007 4.070 0.888
H 1.091 2.934 2.265
H -0.520 3.379 1.456
H 1.661 1.968 -0.267
H 0.051 2.019 -0.335
H -0.676 0.525 1.629
H 1.133 0.591 1.724
H 1.351 -1.401 -1.554
H 2.292 -0.707 -0.285
H 1.535 0.467 -1.429
H -0.898 0.121 -1.984
H -1.752 0.276 -0.723
H -1.682 -1.758 -2.499
H -2.636 -1.670 -1.089
H 0.344 -3.020 -1.215
H -1.136 -3.462 -0.236
H 0.587 -2.183 1.126
H -0.801 -1.539 1.311
B -3.706 2.193 1.131
F -5.093 2.424 0.958
F -3.459 0.851 1.284
F -3.138 2.516 -0.121
F -3.272 2.859 2.229
C 1.898 -5.549 0.608
C 2.760 -4.308 0.230
N 3.395 -3.263 -0.031
H 1.839 -5.567 1.673
H 0.862 -5.287 0.255
H 2.130 -6.513 0.116
C -5.356 -1.764 1.039
C -4.686 -2.968 0.628
N -4.134 -3.964 0.236
H -5.205 -1.560 2.188
H -4.963 -0.999 0.486
H -6.281 -1.932 0.883
C 1.018 7.086 2.462
C 1.386 6.856 1.044
N 1.643 6.702 -0.098
H 0.506 6.104 2.922
H 1.861 7.603 3.079
H 0.238 7.862 2.623
C 3.501 -3.431 -3.463
C 2.492 -4.356 -2.843
N 1.686 -5.027 -2.408
H 2.964 -2.768 -4.074
H 3.875 -2.858 -2.506
H 4.517 -3.964 -3.926
C -1.482 -1.497 -5.548
C -0.136 -1.215 -4.777
N 0.824 -1.043 -4.111
H -2.177 -2.224 -4.936
H -1.958 -0.519 -5.568
H -1.305 -1.959 -6.643
C -0.834 5.210 -1.852
C 0.314 4.342 -2.227
N 1.212 3.721 -2.575
H -1.520 4.803 -1.172
H -0.627 6.270 -1.647
H -1.607 5.175 -2.806
C 4.955 -0.499 -1.615
C 6.321 -0.607 -2.163
O 6.437 -1.512 -3.139
H 4.931 0.405 -1.005
H 4.761 -1.397 -1.073
H 4.018 -0.377 -2.331
H 6.959 -0.674 -1.289
H 6.539 0.431 -2.650
H 6.932 -2.246 -2.702
C -0.530 1.755 5.824
C -1.326 1.991 4.595
O -2.391 2.861 4.875
H -0.104 2.705 6.221
H 0.403 1.248 5.739
H -1.078 1.443 6.567
H -1.827 0.977 4.185
H -0.745 2.496 3.922
H -2.804 3.157 3.981
C 3.065 -2.412 4.262
C 2.570 -1.090 3.760
O 1.163 -1.122 3.596
H 3.027 -3.234 3.470
H 2.555 -2.844 5.077
H 4.005 -2.287 4.549
H 2.953 -0.830 2.839
H 2.841 -0.429 4.429
H 0.706 -1.139 4.447
C -5.173 -1.309 -3.329
C -5.183 -0.059 -2.521
O -3.997 0.385 -2.010
H -4.980 -2.181 -2.841
H -4.451 -1.329 -3.969
H -5.927 -1.286 -4.112
H -5.906 -0.123 -1.747
H -5.532 0.694 -3.033
H -4.233 0.958 -1.383

=====

2.
Computed, not measured: a 2-piece molecular cluster, C28H60BNO8P overall at a distorted geometry, with ωB97M-V/def2-TZVPD.

frontier orbital gap: 7.43 eV
net charge: +1
electronic energy: -57831.4070 eV

Atoms and positions in Å:
C 2.672 0.849 4.285
C 3.814 0.361 5.298
C 5.120 -0.277 4.607
C 5.279 0.021 3.040
C 5.822 1.492 2.684
C 6.661 1.562 1.301
C 5.751 1.702 -0.010
C 4.658 0.524 -0.186
C 4.028 0.448 -1.664
C 2.720 -0.512 -1.565
C 3.071 -2.062 -1.869
C 1.759 -3.018 -1.886
C 0.611 -2.550 -0.866
C -0.513 -1.674 -1.662
C -1.087 -0.451 -0.799
C -2.519 -0.711 -0.122
C -3.064 -2.215 0.064
N -2.876 -2.635 1.529
C -2.005 -1.546 2.121
B -1.945 -1.639 3.747
C -0.928 -0.788 4.682
O -2.833 -2.577 4.437
C -2.686 -0.218 1.436
C -1.743 1.007 1.927
C -1.901 2.324 0.975
O -3.008 3.086 1.557
C -4.175 0.000 2.002
C -5.275 0.355 0.870
O -6.207 1.296 1.502
C -7.556 0.871 1.357
O -8.196 0.224 2.227
H 1.699 1.017 4.890
H 2.920 1.818 3.730
H 2.414 0.027 3.523
H 3.347 -0.468 5.952
H 4.098 1.211 6.008
H 6.057 0.113 5.130
H 5.041 -1.424 4.713
H 6.088 -0.715 2.655
H 4.340 -0.237 2.416
H 6.574 1.798 3.510
H 5.005 2.305 2.689
H 7.290 2.533 1.365
H 7.439 0.713 1.207
H 6.463 1.602 -0.919
H 5.250 2.731 -0.088
H 5.090 -0.485 0.170
H 3.797 0.761 0.542
H 3.808 1.465 -2.133
H 4.774 -0.088 -2.356
H 2.361 -0.458 -0.477
H 1.868 -0.146 -2.246
H 3.710 -2.439 -0.980
H 3.679 -2.155 -2.840
H 2.095 -4.106 -1.755
H 1.340 -2.947 -2.962
H 0.050 -3.495 -0.500
H 1.008 -2.020 0.065
H -1.329 -2.367 -2.058
H 0.031 -1.266 -2.596
H -0.270 -0.118 -0.067
H -1.231 0.439 -1.524
H -3.242 -0.280 -0.895
H -4.202 -2.208 -0.052
H -2.581 -3.079 -0.499
H -2.474 -3.592 1.489
H -3.790 -2.823 1.996
H -0.979 -1.751 1.635
H -1.079 -1.132 5.773
H 0.181 -0.942 4.424
H -1.158 0.330 4.615
H -2.603 -3.468 4.079
H -0.640 0.673 1.997
H -2.108 1.362 2.965
H -2.099 2.035 -0.109
H -0.956 2.971 1.111
H -2.621 3.873 2.006
H -4.584 -0.910 2.569
H -4.210 0.880 2.746
H -5.876 -0.580 0.575
H -4.832 0.871 -0.053
H -8.152 1.164 0.420
C -2.933 3.399 -5.371
O -2.168 2.361 -4.766
P -2.662 0.770 -5.202
O -1.900 0.155 -4.040
O -1.706 0.830 -6.540
C -0.358 1.260 -6.426
O -3.264 -0.755 -5.703
C -3.851 -0.830 -7.002
H -2.460 4.359 -5.154
H -2.981 3.267 -6.457
H -3.947 3.404 -4.959
H 0.042 1.114 -5.421
H -0.299 2.320 -6.691
H 0.248 0.696 -7.134
H -3.068 -0.932 -7.755
H -4.451 0.056 -7.208
H -4.489 -1.713 -7.046

=====

3.
Computed, not measured: a 9-piece molecular cluster, C28H60FNO14S7 overall at a distorted geometry, with ωB97M-V/def2-TZVPD.

frontier orbital gap: 9.15 eV
net charge: 0
energy above the lowest of the compared OMol25 structures with the same formula, charge and spin: 0.0 kcal/mol
electronic energy: -138715.2767 eV

Atoms and positions in Å:
N -27.862 -30.960 -9.441
H -27.990 -31.192 -8.525
H -27.610 -29.971 -9.607
H -28.886 -31.087 -9.729
H -27.405 -31.725 -10.020
F -27.940 -33.540 -8.403
C -30.817 -28.625 -12.960
C -32.378 -28.371 -12.884
C -32.727 -28.718 -11.434
S -31.383 -28.012 -10.417
O -30.955 -29.058 -9.470
O -31.568 -26.710 -10.050
C -30.213 -28.008 -11.678
H -30.409 -28.212 -13.862
H -30.715 -29.698 -13.025
H -32.874 -29.041 -13.511
H -32.592 -27.158 -13.010
H -32.689 -29.761 -11.223
H -33.413 -28.308 -10.793
H -29.271 -28.742 -11.447
H -29.745 -27.041 -11.778
C -31.343 -35.786 -11.912
C -30.284 -36.374 -10.812
C -29.508 -35.176 -10.300
S -29.238 -34.098 -11.650
O -27.883 -34.085 -12.390
O -29.706 -32.822 -11.391
C -30.461 -34.892 -12.722
H -32.058 -35.285 -11.307
H -31.987 -36.497 -12.530
H -29.539 -36.933 -11.475
H -30.642 -37.140 -10.000
H -28.370 -35.393 -10.269
H -29.980 -34.598 -9.471
H -29.797 -35.349 -13.330
H -30.940 -34.007 -13.004
C -27.498 -25.811 -6.599
C -26.364 -25.035 -7.335
C -26.201 -25.753 -8.740
S -27.808 -26.171 -9.183
O -27.778 -27.515 -9.720
O -28.227 -25.109 -10.085
C -28.584 -25.990 -7.691
H -27.888 -25.206 -5.826
H -27.181 -26.727 -6.360
H -25.582 -24.845 -6.713
H -26.662 -24.020 -7.497
H -25.605 -26.643 -8.656
H -25.612 -25.124 -9.473
H -29.091 -26.978 -7.802
H -29.514 -25.355 -7.864
C -30.950 -31.594 -6.897
C -29.745 -31.619 -5.948
C -30.300 -32.289 -4.674
S -31.879 -33.009 -4.909
O -32.772 -32.099 -4.267
O -31.817 -34.394 -4.611
C -31.853 -32.750 -6.700
H -30.690 -31.385 -7.821
H -31.813 -30.791 -6.971
H -29.391 -30.663 -5.719
H -28.977 -32.235 -6.502
H -30.337 -32.118 -3.595
H -29.636 -33.214 -4.568
H -32.794 -32.580 -7.196
H -31.430 -33.736 -7.003
C -22.929 -34.113 -9.304
C -23.994 -35.070 -9.910
C -25.069 -34.131 -10.574
S -24.343 -32.586 -10.940
O -25.034 -31.598 -10.075
O -24.424 -32.354 -12.369
C -22.782 -32.980 -10.296
H -22.062 -34.573 -9.017
H -23.257 -33.998 -8.395
H -24.338 -35.735 -9.135
H -23.585 -35.622 -10.625
H -25.688 -34.074 -9.782
H -25.525 -34.460 -11.444
H -22.323 -32.067 -9.861
H -22.034 -33.221 -11.031
C -26.116 -27.632 -14.375
C -24.676 -28.083 -14.529
C -24.454 -29.102 -13.365
S -25.401 -28.474 -11.976
O -24.561 -27.796 -11.107
O -26.331 -29.539 -11.650
C -26.330 -27.378 -12.957
H -26.895 -28.287 -14.751
H -26.489 -26.694 -14.980
H -23.961 -27.088 -14.424
H -24.412 -28.374 -15.550
H -23.533 -29.199 -13.019
H -25.067 -30.024 -13.728
H -25.928 -26.439 -12.536
H -27.345 -27.407 -12.612
C -25.750 -32.056 -5.246
C -26.189 -30.655 -4.708
C -25.176 -29.716 -5.074
S -24.835 -30.167 -6.756
O -23.542 -29.671 -7.234
O -25.894 -29.690 -7.554
C -25.002 -31.919 -6.545
H -26.566 -32.734 -5.196
H -25.098 -32.189 -4.403
H -26.333 -30.671 -3.567
H -27.143 -30.424 -5.116
H -24.337 -29.792 -4.452
H -25.319 -28.750 -5.237
H -24.012 -32.401 -6.422
H -25.650 -32.528 -7.397

=====

4.
Computed, not measured: a 8-piece molecular cluster, C28H60N4O12 overall at a distorted geometry, with ωB97M-V/def2-TZVPD.

spin multiplicity: 2
frontier orbital gap (alpha / beta): 1.64 / 9.19 eV
net charge: -1
electronic energy: -60538.1540 eV
⟨S²⟩: 0.750

Atoms and positions in Å:
C 0.779 -2.113 2.536
O -0.038 -2.371 3.383
N 0.742 -0.964 1.809
C 1.503 -0.825 0.553
C -0.276 0.059 2.049
H 1.520 -2.875 2.249
H 0.865 -1.233 -0.231
H 2.489 -1.290 0.584
H 1.809 0.177 0.255
H 0.266 1.002 1.975
H -1.051 0.105 1.284
H -0.677 -0.075 3.053
C 1.740 2.888 -2.296
O 1.792 2.415 -1.183
N 2.520 2.648 -3.395
C 2.454 3.469 -4.624
C 3.547 1.568 -3.333
H 1.023 3.664 -2.606
H 2.272 2.854 -5.505
H 3.415 3.980 -4.677
H 1.632 4.184 -4.657
H 3.456 0.790 -2.575
H 3.669 1.089 -4.304
H 4.531 2.014 -3.186
C -2.286 -3.149 0.352
O -1.907 -3.354 -0.752
N -3.355 -2.388 0.669
C -3.750 -2.027 2.059
C -3.890 -1.522 -0.419
H -1.725 -3.572 1.200
H -4.796 -2.194 2.318
H -3.428 -1.033 2.370
H -3.173 -2.705 2.687
H -3.727 -0.470 -0.181
H -3.474 -1.733 -1.404
H -4.959 -1.732 -0.430
C -1.763 1.624 6.368
O -1.887 2.824 6.415
N -2.435 0.796 5.521
C -2.243 -0.642 5.539
C -3.193 1.352 4.388
H -1.077 1.036 6.997
H -3.113 -1.276 5.364
H -1.893 -0.886 6.542
H -1.448 -1.057 4.920
H -3.457 2.408 4.345
H -2.722 1.009 3.467
H -4.172 0.876 4.338
O -1.475 -0.365 -7.058
C -2.287 -0.094 -6.155
O -1.991 -0.081 -4.863
C -0.721 -0.402 -4.358
C -0.709 -0.557 -2.860
C -3.656 0.430 -6.458
H -0.032 0.372 -4.698
H -0.332 -1.306 -4.827
H 0.262 -0.938 -2.542
H -1.509 -1.237 -2.565
H -0.820 0.417 -2.384
H -4.026 1.187 -5.766
H -4.358 -0.403 -6.428
H -3.624 0.832 -7.471
O -4.452 1.398 1.424
C -4.026 2.564 1.306
O -3.279 3.032 0.263
C -2.862 2.191 -0.833
C -4.044 1.764 -1.792
C -4.491 3.619 2.211
H -2.324 1.345 -0.406
H -2.099 2.797 -1.323
H -4.410 2.689 -2.238
H -4.944 1.285 -1.404
H -3.674 1.141 -2.606
H -3.575 4.053 2.610
H -5.005 3.160 3.057
H -5.129 4.397 1.794
O 6.922 1.679 0.595
C 6.138 2.349 -0.032
O 6.495 3.059 -1.206
C 7.831 2.884 -1.666
C 8.087 3.773 -2.844
C 4.737 2.765 0.495
H 8.081 1.839 -1.848
H 8.554 3.260 -0.942
H 7.183 3.717 -3.451
H 8.920 3.469 -3.477
H 8.343 4.804 -2.601
H 4.031 2.114 -0.020
H 4.553 3.777 0.136
H 4.677 2.498 1.550
O 2.141 -6.880 3.334
C 1.149 -6.139 3.398
O 0.379 -5.615 2.332
C 0.629 -6.069 1.002
C 1.524 -5.035 0.278
C 0.795 -5.453 4.732
H -0.373 -6.075 0.572
H 0.974 -7.099 0.911
H 1.766 -5.251 -0.763
H 2.519 -5.107 0.716
H 1.180 -4.001 0.318
H 0.953 -4.379 4.635
H 1.537 -5.811 5.447
H -0.242 -5.714 4.939

=====

- What is the net charge in the second record?
  +1

=====

- Which of these has the highest electronic energy?
  C28H60BNO8P

=====

- net charge of number 1 (C28H60BF4N7O4)?
  0